# BrHIP

A 2-piece molecular cluster, BrHIP overall in a non-equilibrium geometry (wB97M-V/def2-TZVPD, OMol25).

The geometry in XYZ format:
```
4
BrHIP wB97M-V/def2-TZVPD
P 0.27 -0.48 0.64
Br 1.35 1.34 0.95
H -2.18 0.16 0.09
I 0.55 -1.01 -1.69
```

Calculated values
HOMO (spin up / spin down): -8.5 / -9.8 eV
gap between HOMO and LUMO (spin up / spin down): 7.582 / 8.217 eV
lowest unoccupied orbital energy (spin up / spin down): -0.87 / -1.54 eV
energy relative to the best compared isomer or geometry (same formula, charge and spin): 66.8 kcal per mole

***

# C12H16N2O

A 2-piece molecular cluster, C12H16N2O overall in a non-equilibrium geometry (wB97M-V/def2-TZVPD, OMol25).

The geometry in XYZ format:
```
31
C12H16N2O wB97M-V/def2-TZVPD
C 1.52 -2.47 -0.69
O -1.24 1.94 1.05
C 0.03 0.96 2.81
H -0.31 -3.59 -0.58
C 0.54 1.84 -1.90
C -0.51 0.97 -2.00
H 3.21 -1.01 -0.78
H -0.37 1.01 3.83
H 1.21 -0.21 1.47
H 2.45 1.43 -1.05
H 0.56 2.91 -1.94
C -1.94 1.42 -2.05
C 0.17 -2.67 -0.87
C -0.64 -1.60 -1.33
N 1.71 1.11 -1.64
H -1.68 -1.02 2.03
H 0.68 -1.14 2.97
H -2.59 0.59 -1.76
C 2.16 -1.23 -0.92
N -1.91 -0.11 1.69
H -2.26 1.80 -3.02
H 0.52 1.90 2.59
H -2.72 0.00 1.10
C 0.99 -0.20 2.53
C 1.33 -0.21 -1.42
C -1.12 0.98 1.80
H -2.13 2.17 -1.27
H -1.62 -1.84 -1.73
H 2.11 -3.29 -0.38
H 1.88 -0.08 3.15
C -0.04 -0.35 -1.68
```

Calculated values
charge: -1
HOMO (spin up / spin down): 0.6 / -2.9 eV
gap between HOMO and LUMO (spin up / spin down): 2.973 / 6.375 eV
expectation value of S²: 0.7677
2S+1: 2
lowest unoccupied orbital energy (spin up / spin down): 3.59 / 3.46 eV
energy relative to the best compared isomer or geometry (same formula, charge and spin): 15.5 kcal per mole

***

# C19H52N6O8

A 7-piece molecular cluster, C19H52N6O8 overall in a non-equilibrium geometry (wB97M-V/def2-TZVPD, OMol25).

The geometry in XYZ format:
```
85
C19H52N6O8 wB97M-V/def2-TZVPD
C 2.87 1.07 -8.02
O 3.95 -3.12 2.78
H -4.25 -0.60 -1.51
H 4.30 2.80 -9.10
H 4.09 0.44 -4.15
H -6.98 0.54 10.27
H -7.49 1.66 12.15
H -6.51 1.19 13.53
C -1.66 0.84 -4.03
C 4.44 0.26 -5.17
H -5.22 2.94 -6.28
N 4.96 -2.46 8.73
H 6.16 0.69 -7.58
H -3.19 0.11 -6.49
C -4.69 2.91 -5.35
O -1.43 -1.52 -1.71
H -4.60 1.11 -7.11
N -3.36 -2.51 -0.91
H -3.27 -0.72 -0.02
H 3.78 3.50 -7.43
H -4.75 4.23 8.12
H 5.41 0.93 -9.07
H -1.66 -1.03 -3.60
H -1.63 2.09 -6.74
C -3.97 -1.26 -0.63
C -2.45 2.67 -6.38
H 3.03 -1.90 9.80
H -2.86 2.55 -3.61
N 4.18 1.47 -7.40
C 4.50 2.85 -7.97
C -5.48 1.07 11.68
H 7.51 -2.39 6.83
H -4.89 -1.48 -0.03
C 7.24 -2.89 7.75
O 4.38 -3.39 4.90
H -5.24 -1.09 8.94
H 2.02 1.56 -7.61
H -4.37 3.91 -5.03
H -5.15 2.44 -4.51
H -0.53 -3.71 -2.28
H -4.78 0.21 -5.57
N 4.50 -2.93 3.79
H 4.88 -0.42 -8.18
H -2.98 3.14 -7.22
H 6.95 -3.93 7.57
H -0.89 1.25 -4.67
C 6.08 -1.93 8.32
H -1.32 0.96 -3.00
C 3.75 -1.64 9.00
O -1.92 -0.47 -4.34
H 2.85 0.01 -7.76
H -5.06 0.75 8.80
C -2.97 1.63 -4.16
C -6.50 1.68 12.57
H -1.55 -4.69 -1.19
C -4.02 0.79 -6.20
H -2.12 -4.10 -2.74
H 4.19 -1.58 -5.71
H -3.74 1.05 -3.73
H 8.01 -2.81 8.47
N -3.47 2.02 -5.54
H -2.10 3.52 -5.78
H -6.24 -0.73 11.11
O -4.31 0.99 11.85
C 4.18 1.47 -5.93
N -6.07 0.14 10.55
O 5.46 -2.06 3.68
H -3.69 -3.36 -0.60
H 2.97 1.33 -9.06
C -5.08 -0.11 9.46
H 4.80 -3.43 8.96
C 5.22 0.59 -8.05
C -1.51 -3.88 -1.89
C -2.05 -2.54 -1.47
H 5.53 -0.06 -5.13
H 3.16 1.75 -5.70
O 6.10 -0.68 8.35
H 5.54 3.11 -7.78
O 3.67 -0.81 -5.63
H 4.89 2.23 -5.65
H -6.20 2.72 12.68
H 3.06 -1.81 8.18
H 3.97 -0.65 9.11
H 5.83 -2.22 4.49
H -4.17 -0.24 10.03
```

Calculated values
charge: +4
HOMO: -15.9 eV
gap between HOMO and LUMO: 1.235 eV
lowest unoccupied orbital energy: -14.71 eV

***

# C55H50I2KN4O4P2S

C55H50I2KN4O4P2S as an isolated structure (wB97M-V/def2-TZVPD, OMol25).

The geometry in XYZ format:
```
119
C55H50I2KN4O4P2S wB97M-V/def2-TZVPD
C 5.00 -0.65 -1.03
H -0.16 -4.96 2.14
C 2.12 -2.58 0.32
H -2.22 -4.30 -0.35
H 0.77 -2.44 -3.79
H 2.36 -7.96 -0.12
C 1.87 3.44 2.35
H -1.91 -0.97 -4.78
H 1.99 3.91 4.94
C 3.09 1.57 1.32
H -5.76 4.63 -2.30
S -6.87 -0.43 -4.48
H -2.92 -0.73 -2.89
H 1.16 0.50 -7.38
C -2.31 -1.14 -6.89
P -2.84 1.36 0.14
I -1.95 -0.38 3.86
O 0.37 -4.30 1.69
H -0.37 5.58 0.13
C 3.69 1.04 0.04
H 2.78 3.81 2.82
C 0.08 -4.22 -2.82
O 2.30 -2.06 1.45
C 3.13 -4.70 -0.61
O -0.11 1.33 1.91
H -7.07 -2.31 1.53
C -4.22 -2.32 -0.32
H -0.20 -0.14 -9.35
H 3.75 1.65 -3.14
C -5.99 -3.52 -1.45
C -0.76 -4.73 -1.84
C 0.19 0.04 -7.25
C -1.48 3.75 0.03
C 3.21 -6.08 -0.74
C 0.47 4.22 -1.30
C 1.24 3.15 4.73
H 4.56 -0.64 1.07
H -7.39 1.60 -3.25
N 2.27 2.75 1.13
C 2.21 -4.10 0.23
H -6.34 -4.08 -2.30
C -5.13 -0.30 -4.03
H 3.79 -4.06 -1.18
C 2.32 -6.88 -0.03
C 1.32 -4.91 0.92
H 0.66 -6.90 1.34
H -1.01 1.19 6.33
C -5.09 -2.07 0.74
C -0.31 -0.19 -5.97
H 0.76 -4.87 -3.36
N -2.85 0.01 -0.96
H -7.68 2.02 0.51
H 2.58 0.70 1.78
C -0.66 2.11 -1.52
C 1.37 -6.29 0.80
H -2.94 1.02 -2.80
C 4.76 0.00 -2.24
H -4.64 0.41 -4.70
C 3.98 1.13 -2.22
C -1.59 -3.89 -1.13
C -4.39 2.24 -0.32
C -7.37 1.29 -4.29
P -2.57 -1.50 -0.20
H 3.95 -6.54 -1.39
H -5.34 -0.66 -1.92
K 0.51 -0.52 0.66
C 1.06 2.73 3.43
C -5.55 1.82 0.33
H -4.73 -1.50 1.59
H -0.70 -0.94 -2.53
H -4.01 -3.28 -2.23
C -0.76 -2.01 -2.36
C -1.59 2.49 -0.56
C 0.09 1.73 3.10
H 1.29 4.87 -1.56
H 3.89 1.83 2.02
H -4.71 -1.29 -4.24
C 4.45 -0.13 0.12
C -4.68 -3.07 -1.41
H 1.45 2.52 0.58
C -1.55 -0.78 -5.79
H -3.28 -1.60 -6.75
N 1.08 0.44 -3.88
C -6.40 -2.52 0.70
H -5.32 1.03 -2.35
H -6.71 1.95 -4.85
C -0.62 1.20 4.22
N 3.45 1.66 -1.11
C -6.86 -3.24 -0.40
H -3.58 3.61 -1.75
C 0.08 -2.86 -3.07
H 1.13 2.62 -2.58
H -2.16 4.05 0.81
O 1.83 -2.00 -0.76
H -0.69 1.12 -1.95
C 0.46 0.17 -4.81
C -0.46 4.61 -0.35
H -7.88 -3.59 -0.43
C 0.38 2.96 -1.88
H -7.82 3.82 -1.18
H 5.15 -0.38 -3.18
C -1.82 -0.91 -8.17
C -0.44 1.63 5.52
C 0.49 2.62 5.78
H -5.49 1.04 1.08
H -2.41 -1.19 -9.03
H 1.31 4.33 2.02
C -6.86 3.38 -0.94
C -4.48 3.26 -1.26
C -0.58 -0.32 -8.35
I 0.78 3.29 7.73
C -1.62 -2.51 -1.39
H 5.58 -1.57 -1.00
C -4.87 0.07 -2.57
H -0.74 -5.79 -1.61
C -5.71 3.83 -1.56
C -3.35 0.11 -2.34
H -8.38 1.38 -4.71
C -6.78 2.37 0.01
```

Calculated values
charge: -1
HOMO: -4.3 eV
gap between HOMO and LUMO: 6.077 eV
lowest unoccupied orbital energy: 1.81 eV
energy relative to the best compared isomer or geometry (same formula, charge and spin): 24.3 kcal per mole

***

# C15H19NO4S

One molecule with the formula C15H19NO4S (wB97M-V/def2-TZVPD, OMol25).

The geometry in XYZ format:
```
40
C15H19NO4S wB97M-V/def2-TZVPD
H -2.02 -0.33 -0.18
C 0.95 3.89 -0.88
H 1.72 1.34 1.39
H -0.13 3.90 -0.77
C -0.18 1.96 -2.53
C -0.08 -0.17 0.51
O 1.68 4.72 3.34
H 2.34 2.78 4.44
C 0.04 -3.08 -0.37
C 1.64 4.04 0.47
C 0.90 3.26 1.58
O 1.95 2.52 3.59
H 0.89 -0.61 0.71
O -1.15 -6.26 -1.57
C -1.21 -4.95 -1.22
H -2.04 -7.92 -2.25
H 0.86 -5.02 -0.71
H -0.07 0.99 -3.02
H 1.27 4.69 -1.55
C -0.25 1.25 0.83
C -2.28 -2.83 -0.90
C -2.32 -6.89 -2.04
C 1.54 3.60 2.92
C -1.09 -0.87 -0.03
H 0.98 -2.67 -0.02
H -3.17 -2.22 -0.96
C -2.35 -4.15 -1.28
C -0.01 -4.39 -0.75
O -1.29 1.87 0.65
H -3.28 -4.55 -1.64
H -0.14 3.60 1.61
H -2.69 -6.42 -2.96
H -0.38 2.73 -3.27
H 2.67 3.69 0.40
C -1.09 -2.26 -0.43
H -3.11 -6.88 -1.28
H -0.98 1.92 -1.79
S 1.39 2.30 -1.70
N 0.85 1.85 1.35
H 1.65 5.09 0.76
```

Calculated values
HOMO: -8.2 eV
gap between HOMO and LUMO: 8.449 eV
lowest unoccupied orbital energy: 0.27 eV
energy relative to the best compared isomer or geometry (same formula, charge and spin): 0.0 kcal per mole

***

# C28H29ClMgN2O8SSi

C28H29ClMgN2O8SSi as an isolated structure (wB97M-V/def2-TZVPD, OMol25).

The geometry in XYZ format:
```
71
C28H29ClMgN2O8SSi wB97M-V/def2-TZVPD
C -3.34 3.03 0.04
C -0.40 -0.08 -3.93
C 3.57 -0.75 1.54
H 4.52 1.19 -2.81
H 0.88 1.09 -2.69
O -2.33 -1.05 -3.01
C -1.19 -0.66 -2.76
H 2.99 -2.74 -3.54
C 3.90 0.35 -2.51
C -3.31 0.36 -0.39
H 1.64 -2.61 -1.43
H 3.15 1.31 -0.72
H -3.25 -0.71 -0.55
H -1.74 1.45 5.34
C -0.93 1.40 4.60
H 4.18 -0.94 0.67
H -1.14 3.32 1.75
H -1.14 -2.57 3.95
C -0.71 -0.44 -5.24
O 0.23 2.17 0.70
H -0.22 -0.20 -7.33
C 4.14 -0.72 2.82
H 5.20 -0.87 2.94
C 0.63 0.83 -3.71
H 0.08 1.32 1.22
C -2.20 2.26 0.24
O -1.29 -4.05 2.17
N -0.02 -0.19 2.20
C 3.85 -0.80 -3.30
C -0.93 2.94 0.74
C 1.32 -0.34 2.47
C -1.04 -1.69 4.60
Cl 1.92 1.66 -7.40
H -0.10 -1.78 5.16
H -1.00 2.29 3.97
C 2.37 -0.66 -0.98
C -4.50 2.42 -0.39
C 2.30 -1.81 -1.75
H 1.33 -0.17 4.61
H -3.55 -0.19 3.86
S -1.34 -3.55 0.80
C 0.00 0.08 -6.31
H 0.02 1.45 5.14
O -0.57 -0.65 -1.66
C 1.02 0.99 -6.05
H -5.40 3.00 -0.56
C 3.15 0.43 -1.34
Mg -0.59 -1.11 0.30
H 2.14 2.08 -4.59
H 3.72 -0.47 4.90
C 3.31 -0.49 3.90
H -5.35 0.52 -0.98
O -2.16 -2.25 0.75
H -3.18 0.91 2.53
O 0.03 -3.02 0.37
N -2.19 0.95 0.04
C -4.48 1.05 -0.62
C -2.93 -0.05 2.96
H -3.17 -0.85 2.26
C 1.34 1.38 -4.77
C 3.05 -1.86 -2.92
O 1.59 -0.60 0.15
H -3.30 4.10 0.23
O -1.85 -4.51 -0.16
H -1.87 -1.69 5.32
Si -1.15 -0.16 3.52
H 4.42 -0.85 -4.22
C 1.94 -0.32 3.73
H -1.53 -1.13 -5.39
H -0.76 3.81 0.10
C 2.21 -0.56 1.39
```

Calculated values
charge: -2
HOMO: -2.1 eV
gap between HOMO and LUMO: 6.047 eV
lowest unoccupied orbital energy: 3.93 eV
energy relative to the best compared isomer or geometry (same formula, charge and spin): 1.2 kcal per mole

***

# C26H32BClGaN2O4

C26H32BClGaN2O4 as an isolated structure in a non-equilibrium geometry (wB97M-V/def2-TZVPD, OMol25).

The geometry in XYZ format:
```
67
C26H32BClGaN2O4 wB97M-V/def2-TZVPD
H -3.38 -3.23 0.02
H -1.11 0.55 -3.50
H 2.43 -0.33 -4.20
C 3.05 0.28 -0.02
H 5.07 -3.18 0.78
C -1.51 -1.59 1.42
H 2.83 1.41 -4.19
Cl 0.12 -2.99 -1.82
C 4.72 -2.19 0.51
H -0.71 -0.28 2.88
H -3.31 1.07 0.09
H 2.88 1.30 0.37
H -2.97 -0.25 -2.16
C 2.72 -0.73 1.06
N -1.62 -0.98 0.23
H -2.98 4.35 -0.97
C -3.49 -2.31 0.61
H 1.72 2.86 -2.57
H 4.13 0.21 -0.23
C 0.94 -1.51 2.33
C 0.99 0.89 -3.08
C -0.54 -1.33 2.56
H -0.87 -1.97 3.39
N 1.08 0.25 -1.72
C 1.81 -0.45 2.09
C 0.80 2.39 -2.94
O 3.19 0.40 -2.41
H 1.56 -4.75 3.28
H -2.81 5.89 0.98
C -0.72 2.71 0.87
H 3.29 -3.93 1.97
C -3.28 -1.19 -1.66
H -4.49 -2.27 1.05
C -1.37 4.69 2.05
C 2.38 0.60 -3.62
C -1.56 2.95 -0.19
H 0.66 -3.60 4.26
C -3.07 -1.07 -0.15
H 0.56 2.83 -3.91
B 0.74 1.79 2.26
O 0.12 1.65 1.02
H -0.11 0.73 -4.95
H 1.66 0.58 2.53
C -0.62 3.53 1.98
H -3.89 0.11 1.47
C 0.89 -3.89 3.23
Ga -0.65 -0.98 -1.69
H 4.67 -2.15 -0.57
H -1.59 2.21 -0.99
H -0.04 -4.23 2.76
H -1.30 5.34 2.91
C 1.54 -2.79 2.47
C 2.38 0.23 -1.38
C -0.12 0.29 -3.94
C -2.21 4.98 0.97
O 0.28 2.97 2.87
H 0.01 -0.80 -4.04
H -2.73 -2.07 -2.05
C -2.32 4.13 -0.13
H 5.47 -1.47 0.84
H -4.83 0.17 -0.03
C 2.81 -2.96 1.92
C 3.40 -1.96 1.15
H -0.01 2.62 -2.24
H -4.34 -1.32 -1.90
C -3.82 0.15 0.38
O -2.52 -2.39 1.71
```

Calculated values
charge: -1
HOMO: -1.7 eV
gap between HOMO and LUMO: 4.421 eV
lowest unoccupied orbital energy: 2.71 eV
energy relative to the best compared isomer or geometry (same formula, charge and spin): 89.9 kcal per mole

***

no.,M (g mol⁻¹)
1,238.8
2,204.3
3,492.7
4,1218.0
5,309.4
6,641.5
7,552.5